Below is the molecule C6H9N, with properties calculated with wB97M-V/def2-TZVPD.

Properties
HOMO: -7.734 eV
2S+1: 1
Gap between HOMO and LUMO: 8.1 eV
Relative energy (zero: lowest compared OMol25 entry of this formula, charge and spin): 154.79 kcal per mole
F_max: 0.5 eV/Å

Each line ends with the Löwdin charge.
CARTESIAN COORDINATES (ANGSTROEM)
C -0.495 -1.655 0.396  -0.05
C -0.457 -0.160 0.255  -0.30
C 0.525 0.550 -0.321  -0.37
C 1.935 -0.019 -0.686  -0.06
C 0.958 1.842 -0.583  0.17
C -2.048 1.688 0.369  0.03
N -1.631 0.507 0.754  -0.09
H 0.467 -2.101 0.138  0.07
H -1.256 -2.101 -0.261  0.08
H -0.731 -1.969 1.422  0.08
H 2.540 0.563 -1.400  0.09
H 1.737 -0.971 -1.170  0.09
H 2.532 -0.133 0.219  0.10
H 0.922 2.069 -1.662  0.05
H -2.928 1.914 1.013  0.00
H -2.069 -0.023 1.514  0.13

Below is a cluster of 11 separate species, C23H68O14 in total in a non-equilibrium geometry, with properties calculated with wB97M-V/def2-TZVPD.

Properties
SMILES: CC(C)O.OCCO.OCCO.OCCO.CCO.CCO.CCO.CCO.CCO.CCO.CCO
HOMO: -9.619 eV
2S+1: 1
Gap between HOMO and LUMO: 9.8 eV
F_max: 3.1 eV/Å

Each line ends with the Löwdin charge.
CARTESIAN COORDINATES (ANGSTROEM)
C 11.274 11.208 12.153  -0.01
C 11.805 12.593 12.552  -0.41
C 13.142 12.718 13.266  -0.04
O 11.700 13.438 11.359  -0.08
H 11.819 10.682 11.415  0.04
H 10.174 11.287 11.789  0.11
H 11.172 10.546 13.034  0.07
H 11.145 13.015 13.309  0.11
H 13.277 12.141 14.220  0.09
H 13.300 13.798 13.387  0.08
H 13.979 12.489 12.525  0.08
H 12.340 14.155 11.243  0.06
O 16.281 11.919 14.300  -0.09
C 17.669 11.624 14.528  -0.23
C 18.538 12.850 14.563  -0.22
O 18.882 13.327 13.265  -0.04
H 15.936 11.865 13.367  0.10
H 17.739 11.123 15.512  0.13
H 18.092 10.930 13.767  0.13
H 19.442 12.612 15.114  0.12
H 18.013 13.683 15.030  0.13
H 19.732 13.026 13.139  0.05
O 17.104 15.482 12.315  -0.05
C 16.740 15.684 10.974  -0.25
C 15.493 14.902 10.654  -0.30
O 14.464 15.370 11.426  -0.06
H 17.556 14.639 12.377  0.05
H 16.569 16.711 10.754  0.12
H 17.471 15.284 10.298  0.12
H 15.801 13.848 10.792  0.12
H 15.284 14.977 9.585  0.11
H 14.876 15.682 12.301  0.14
O 13.221 8.821 13.661  -0.09
C 13.805 7.924 14.603  -0.19
C 15.174 8.512 15.126  -0.15
O 14.803 9.644 15.964  -0.13
H 12.648 9.474 14.045  0.02
H 13.104 7.793 15.448  0.11
H 13.952 6.930 14.202  0.11
H 15.807 8.813 14.251  0.13
H 15.622 7.772 15.726  0.09
H 15.161 10.458 15.577  0.07
C 4.820 12.056 14.220  -0.12
C 6.116 12.732 13.844  -0.32
O 7.077 11.777 13.273  -0.11
H 4.931 11.037 14.703  0.08
H 4.206 11.808 13.311  0.08
H 4.282 12.661 15.030  0.09
H 6.472 13.217 14.734  0.08
H 5.891 13.508 13.140  0.09
H 7.614 12.282 12.589  0.07
C 10.184 10.274 17.376  -0.07
C 11.053 9.557 16.344  -0.28
O 12.121 10.300 15.765  -0.11
H 10.780 10.790 18.143  0.08
H 9.454 9.583 17.868  0.10
H 9.627 11.056 16.915  0.02
H 10.505 9.283 15.412  0.14
H 11.370 8.685 16.864  0.09
H 12.916 10.187 16.295  0.06
C 13.246 15.121 6.827  -0.10
C 12.273 14.297 7.679  -0.26
O 12.152 14.965 8.975  -0.09
H 13.535 14.677 5.812  0.09
H 14.204 15.305 7.337  0.05
H 12.773 16.115 6.741  0.07
H 12.698 13.361 7.811  0.08
H 11.327 14.239 7.164  0.11
H 12.886 14.680 9.526  0.03
C 13.458 8.710 10.011  -0.08
C 14.233 9.487 11.073  -0.33
O 15.036 10.563 10.588  -0.10
H 12.766 8.044 10.495  0.07
H 14.169 8.066 9.442  0.08
H 12.870 9.311 9.348  0.06
H 14.940 8.763 11.688  0.14
H 13.543 10.012 11.649  0.03
H 15.884 10.160 10.323  0.08
C 8.443 15.679 12.283  -0.08
C 8.350 14.803 11.059  -0.30
O 8.902 13.510 11.343  -0.10
H 7.703 16.482 12.115  0.08
H 9.485 16.029 12.254  0.08
H 8.182 15.149 13.197  0.05
H 8.788 15.315 10.228  0.11
H 7.335 14.660 10.876  0.08
H 9.804 13.387 11.015  0.05
C 14.337 10.811 19.071  -0.06
C 13.624 9.486 19.262  -0.35
O 14.402 8.468 18.764  -0.07
H 15.344 10.708 19.488  0.08
H 13.849 11.696 19.447  0.07
H 14.443 10.810 17.971  0.05
H 12.667 9.534 18.771  0.08
H 13.467 9.301 20.297  0.11
H 14.837 8.720 17.926  0.06
C 9.241 14.838 16.452  -0.08
C 9.682 13.540 15.844  -0.29
O 11.087 13.207 16.044  -0.08
H 8.433 15.306 15.955  0.05
H 10.100 15.529 16.424  0.09
H 8.950 14.746 17.529  0.09
H 9.641 13.647 14.770  0.08
H 9.053 12.655 16.066  0.10
H 11.185 12.285 16.219  0.00

Below is a structure of composition C24H32BrN6O5SiV in a non-equilibrium geometry, with properties calculated with wB97M-V/def2-TZVPD.

Properties
Total charge: +2
HOMO (spin up / spin down): -13.460 / -13.460 eV
2S+1: 1
Gap between HOMO and LUMO (spin up / spin down): 5.9 / 5.9 eV
F_max: 1.2 eV/Å

Each line ends with the Löwdin charge.
CARTESIAN COORDINATES (ANGSTROEM)
V -0.550 -0.794 0.115  1.11
C -1.393 0.832 3.780  0.00
C -1.815 1.373 2.452  -0.26
C -2.324 2.655 2.307  0.01
C -2.765 3.094 1.066  0.00
C -2.720 2.254 -0.035  0.02
C -2.246 0.974 0.194  -0.37
N -1.794 0.556 1.384  0.09
N -1.979 -0.047 -0.724  -0.09
Si -2.598 -0.038 -2.474  0.51
C -4.394 0.406 -2.342  -0.15
C -1.526 1.202 -3.332  -0.13
C -2.400 -1.728 -3.196  -0.14
H -2.212 0.253 4.213  0.10
H -1.166 1.640 4.473  0.10
H -0.530 0.182 3.676  0.05
H -2.389 3.302 3.170  0.13
H -3.148 4.100 0.955  0.13
H -3.027 2.584 -1.014  0.11
H -4.593 1.470 -2.234  0.04
H -4.875 -0.118 -1.512  0.05
H -4.892 0.078 -3.258  0.05
H -1.603 2.209 -2.920  0.04
H -1.799 1.257 -4.389  0.06
H -0.480 0.890 -3.284  0.04
H -2.940 -2.498 -2.643  0.04
H -1.365 -2.029 -3.351  0.04
H -2.861 -1.684 -4.188  0.06
N -1.689 -2.262 1.277  0.00
C -1.340 -3.691 1.101  -0.16
C -1.448 -4.103 -0.364  -0.05
C -0.388 -3.445 -1.183  -0.44
O 0.460 -3.900 -1.861  0.20
O -0.410 -2.026 -1.013  -0.18
H -1.519 -1.987 2.240  0.10
H -2.680 -2.113 1.099  0.13
H -1.993 -4.321 1.705  0.14
H -0.319 -3.822 1.461  0.13
H -2.425 -3.824 -0.765  0.13
H -1.331 -5.180 -0.470  0.15
C 2.389 0.055 3.598  0.03
N 2.674 -0.858 2.484  -0.01
C 3.947 -1.286 2.218  0.01
C 4.220 -2.076 1.161  0.05
C 3.124 -2.453 0.326  -0.32
N 1.872 -2.100 0.654  0.20
C 1.669 -1.294 1.683  -0.45
O 0.473 -0.871 1.906  -0.12
N 3.299 -3.166 -0.773  0.24
H 3.331 0.322 4.066  0.10
H 1.748 -0.436 4.326  0.11
H 1.902 0.950 3.217  0.10
H 4.710 -0.938 2.899  0.15
H 5.232 -2.390 0.955  0.13
H 4.219 -3.437 -1.075  0.14
H 2.514 -3.341 -1.386  0.10
Br 3.786 6.437 -1.328  0.82
C 3.111 4.689 -1.249  -0.68
C 3.652 3.711 -2.075  -0.09
C 3.153 2.423 -2.016  0.01
C 2.115 2.117 -1.136  -0.14
C 1.579 3.106 -0.314  -0.01
C 2.078 4.395 -0.367  -0.10
C 1.619 0.729 -1.118  -0.46
O 2.032 -0.194 -1.762  0.13
O 0.564 0.560 -0.235  -0.17
H 4.455 3.958 -2.755  0.11
H 3.556 1.647 -2.652  0.13
H 0.772 2.870 0.366  0.11
H 1.674 5.172 0.267  0.11

Below is a structure of composition C13H19N2O5PdSSi in a non-equilibrium geometry, with properties calculated with wB97M-V/def2-TZVPD.

Properties
Total charge: -1
HOMO (spin up / spin down): -4.720 / -5.640 eV
2S+1: 3
Gap between HOMO and LUMO (spin up / spin down): 7.3 / 8.1 eV
F_max: 1.7 eV/Å

Each line ends with the Löwdin charge.
CARTESIAN COORDINATES (ANGSTROEM)
Pd -0.306 -1.920 -0.958  0.96
C 2.560 -1.184 -1.727  -0.03
C 1.972 -1.926 -0.552  -0.65
O 1.743 -3.137 -0.616  0.01
N 2.130 -1.300 0.679  0.05
C 1.706 -1.996 1.877  -0.13
C 0.250 -1.822 2.263  -0.24
C -0.115 -1.500 3.561  -0.03
C -1.462 -1.424 3.882  -0.07
C -2.403 -1.658 2.899  -0.05
C -1.959 -1.948 1.617  -0.09
N -0.665 -2.032 1.321  0.07
H 2.029 -1.453 -2.637  0.08
H 3.600 -1.511 -1.803  0.09
H 2.511 -0.107 -1.588  0.06
H 1.915 -0.311 0.642  0.12
H 2.334 -1.688 2.713  0.11
H 1.878 -3.057 1.694  0.13
H 0.649 -1.318 4.307  0.11
H -1.770 -1.179 4.892  0.10
H -3.462 -1.610 3.107  0.10
H -2.636 -2.114 0.785  0.10
O -0.797 -2.583 -3.066  -0.42
S -1.947 -3.152 -2.268  0.24
O -2.949 -3.804 -3.065  -0.33
O -2.486 -1.952 -1.493  -0.43
O -1.317 -4.012 -1.214  -0.42
C -1.765 3.827 -0.658  -0.20
Si -0.072 3.155 -1.045  0.35
C 1.114 3.740 0.277  -0.20
C 0.477 3.888 -2.665  -0.20
C -0.097 1.365 -1.067  -0.24
C -0.153 0.142 -1.024  -0.17
H -1.763 4.922 -0.657  0.02
H -2.103 3.478 0.321  0.03
H -2.490 3.483 -1.400  0.03
H 1.156 4.832 0.335  0.02
H 2.122 3.367 0.073  0.02
H 0.806 3.353 1.253  0.02
H 0.495 4.979 -2.579  0.02
H -0.205 3.617 -3.474  0.03
H 1.478 3.548 -2.942  0.03

M list, top to bottom, in g/mol: 95.14 568.78 643.49 449.88
E_tot list, top to bottom, in Eh: -288.5354 -1970.2652 -5445.6938 -1808.0800